Entry 1:
19
Properties=species:S:1:pos:R:3:forces:R:3 method="wB97M-V/def2-TZVPD" total_energy_ev=-47679.53303 spin_multiplicity=1 largest_force_ev_per_a=6.37 e_above_lowest_ev=1.360 charge=-3
Al 14.76983 7.36211 -8.42921 2.530 -0.518 -0.793
P 15.57062 5.73493 -11.36060 1.423 -0.545 -2.209
O 16.17911 7.07470 -10.85892 -0.495 0.737 0.556
O 16.70801 4.90170 -12.09752 -1.879 0.954 0.202
O 14.26531 5.99735 -12.15419 0.982 -0.432 0.448
O 15.38085 5.02331 -10.01980 -0.871 -0.283 1.623
P 17.95639 7.93713 -7.10973 0.425 -1.420 -0.604
O 16.92046 9.03703 -7.50280 0.685 -0.324 0.802
O 17.24908 6.57804 -7.53234 -0.789 0.034 -0.198
O 18.34125 7.75146 -5.59517 -0.256 1.235 -1.977
O 19.18976 7.81280 -8.15709 -1.695 0.601 1.991
C 13.25476 7.85710 -4.59052 0.971 -0.801 -2.696
O 13.73970 7.71455 -5.69578 -0.716 -0.520 0.193
N 12.39303 7.10320 -3.95889 -3.797 -4.781 0.944
N 13.48762 8.87488 -3.84555 2.283 5.555 2.119
H 12.19087 7.12470 -2.96956 0.350 0.318 -0.408
H 11.98598 6.31067 -4.43461 0.416 0.065 -0.013
H 13.99820 9.59087 -4.34232 0.307 0.143 0.578
H 13.08175 9.05764 -2.93893 0.126 -0.020 -0.558



Entry 2:
13
Properties=species:S:1:pos:R:3:forces:R:3 method="wB97M-V/def2-TZVPD" total_energy_ev=-9268.49347 spin_multiplicity=1 largest_force_ev_per_a=2.13 e_above_lowest_ev=5.008
N -0.68716 0.55078 -2.06043 0.364 -0.216 0.040
C -0.25791 0.03741 -0.99367 0.931 0.361 -0.762
O -0.32244 -1.28930 -0.66532 -0.215 0.460 0.009
C -0.21250 -1.35693 0.76101 -0.151 0.200 0.303
C -0.67035 0.04285 1.21706 -0.414 -0.177 2.085
C 0.71702 0.86633 -0.08186 0.200 -0.156 -0.842
N 0.34870 0.92874 1.36073 -0.972 -0.361 -0.495
H -1.08717 -0.14958 -2.68413 -0.258 0.009 0.204
H -0.97945 -2.03702 1.14341 0.248 -0.084 -0.216
H 0.78372 -1.71482 1.06395 -0.052 0.270 -0.059
H 0.67908 1.86517 -0.50790 0.215 -0.078 0.078
H 1.69926 0.40134 -0.15508 0.012 0.111 -0.268
H -0.01079 1.85503 1.60223 0.093 -0.338 -0.074